{"formula": "C62H47N2O12P", "method": "wB97M-V/def2-TZVPD", "lumo_energy_ha": -0.049, "homo_lumo_gap_ev": 8.33, "e_tot_ha": -3744.75378, "elements": ["C", "C", "C", "O", "P", "O", "O", "C", "N", "O", "C", "C", "N", "H", "H", "H", "H", "H", "H", "H", "H", "H", "H", "H", "H", "H", "H", "H", "C", "C", "C", "C", "C", "C", "C", "O", "C", "C", "C", "C", "C", "C", "C", "O", "H", "H", "H", "H", "H", "H", "H", "H", "C", "C", "C", "C", "C", "C", "C", "O", "C", "C", "C", "C", "C", "C", "C", "O", "H", "H", "H", "H", "H", "H", "H", "H", "C", "C", "C", "C", "C", "C", "C", "O", "C", "C", "C", "C", "C", "C", "C", "O", "H", "H", "H", "H", "H", "H", "H", "H", "C", "C", "C", "C", "C", "C", "C", "O", "C", "C", "C", "C", "C", "C", "C", "O", "H", "H", "H", "H", "H", "H", "H", "H"], "positions_angstrom": [[-2.56895, 4.30658, 7.77172], [-1.90033, 5.43697, 6.95567], [-1.08445, 4.96342, 5.76113], [0.34054, 4.95343, 6.01585], [0.91194, 3.52333, 6.35393], [0.35280, 3.02755, 7.59831], [2.47377, 3.76384, 6.35648], [3.17176, 3.09656, 7.44209], [3.44303, 3.96193, 8.54096], [0.56928, 2.47950, 5.19094], [1.25053, 2.68505, 3.93337], [0.21879, 3.01457, 2.87468], [-0.28810, 4.16311, 2.85003], [-3.65018, 4.37807, 7.75828], [-2.30689, 3.34813, 7.33612], [-2.19472, 4.27220, 8.78568], [-2.70117, 6.05190, 6.55546], [-1.30240, 6.05853, 7.61262], [-1.23328, 5.67916, 4.96173], [-1.45883, 4.02077, 5.37678], [2.67062, 2.20323, 7.79562], [4.12242, 2.77898, 7.02167], [3.47822, 4.93138, 8.25922], [2.77806, 3.83065, 9.28990], [1.69724, 1.73561, 3.64542], [2.04288, 3.42536, 3.96443], [-0.09063, 2.25962, 2.15692], [-0.96553, 4.22271, 2.08916], [1.43704, -1.33844, 4.70536], [2.66288, -0.68370, 4.78498], [3.72771, -1.10136, 4.00496], [3.57614, -2.18335, 3.14563], [2.35304, -2.85145, 3.07881], [1.28270, -2.41867, 3.85543], [2.17999, -4.03721, 2.19323], [1.11074, -4.60782, 2.12757], [3.34603, -4.50138, 1.39627], [3.21972, -5.63682, 0.60581], [4.29265, -6.07268, -0.15183], [5.49410, -5.37148, -0.13064], [5.62692, -4.24190, 0.65831], [4.55793, -3.80739, 1.43091], [4.72534, -2.60895, 2.29786], [5.77041, -1.99413, 2.31783], [0.60465, -1.00408, 5.31115], [2.78434, 0.15472, 5.45934], [4.67953, -0.59134, 4.06291], [0.33163, -2.92986, 3.79104], [2.28405, -6.17860, 0.58787], [4.19457, -6.96006, -0.76294], [6.32912, -5.71057, -0.72923], [6.56079, -3.69769, 0.67895], [0.69608, 0.06122, 0.56660], [0.72464, -1.32447, 0.65125], [0.25271, -2.09760, -0.39463], [-0.26247, -1.48144, -1.52933], [-0.31264, -0.08715, -1.60498], [0.17677, 0.68034, -0.55668], [-0.90376, 0.59268, -2.79057], [-0.94118, 1.80412, -2.86155], [-1.45534, -0.25212, -3.88468], [-2.06255, 0.35804, -4.97407], [-2.56846, -0.41460, -6.00550], [-2.46231, -1.80064, -5.95827], [-1.86190, -2.41521, -4.87314], [-1.36447, -1.64514, -3.82903], [-0.75261, -2.32058, -2.65527], [-0.66065, -3.53205, -2.61302], [1.07676, 0.65615, 1.38601], [1.12061, -1.78630, 1.54355], [0.27885, -3.17744, -0.32912], [0.14450, 1.75882, -0.62284], [-2.14158, 1.43569, -5.01137], [-3.04590, 0.06280, -6.85084], [-2.85271, -2.40163, -6.76876], [-1.78265, -3.49325, -4.83329], [1.49019, 10.93025, -3.94787], [1.75079, 10.58144, -5.26915], [1.87807, 9.24990, -5.62425], [1.75629, 8.25997, -4.65755], [1.51694, 8.61145, -3.32743], [1.37415, 9.94854, -2.97932], [1.42907, 7.56911, -2.26724], [1.21633, 7.87363, -1.11213], [1.61657, 6.14555, -2.65949], [1.59416, 5.16145, -1.67943], [1.75281, 3.83327, -2.03162], [1.92704, 3.47683, -3.36422], [1.95797, 4.45349, -4.34337], [1.81091, 5.79059, -3.99563], [1.87816, 6.83084, -5.05843], [2.03316, 6.52332, -6.22201], [1.38259, 11.97155, -3.67421], [1.85263, 11.35144, -6.02245], [2.07540, 8.97583, -6.65125], [1.17671, 10.21718, -1.95091], [1.45536, 5.43837, -0.64308], [1.74016, 3.06961, -1.26715], [2.04391, 2.43633, -3.63693], [2.09987, 4.18135, -5.37997], [-8.28127, -7.42899, -2.26447], [-8.14674, -8.72385, -2.75499], [-6.90347, -9.19618, -3.13771], [-5.78915, -8.37233, -3.04238], [-5.92808, -7.06532, -2.57097], [-7.17563, -6.60164, -2.17319], [-4.75472, -6.14964, -2.50392], [-4.87653, -5.01503, -2.09002], [-3.43419, -6.65853, -2.96485], [-2.33994, -5.80221, -2.96100], [-1.10061, -6.26317, -3.37634], [-0.95322, -7.58543, -3.78702], [-2.04168, -8.44158, -3.79644], [-3.28752, -7.98027, -3.39451], [-4.45519, -8.90134, -3.44189], [-4.32762, -10.05366, -3.80141], [-9.25289, -7.06469, -1.95771], [-9.01455, -9.36503, -2.83631], [-6.79519, -10.20377, -3.51434], [-7.27821, -5.59329, -1.79697], [-2.45796, -4.78144, -2.63957], [-0.25194, -5.59793, -3.37891], [0.01627, -7.94705, -4.10469], [-1.92739, -9.46705, -4.11953]], "atomic_forces_ev_per_a": [[0.5, -0.1, -0.4], [-0.5, -0.7, 0.3], [-0.5, 1.2, 0.0], [0.2, -0.6, -0.9], [-0.7, 0.4, 0.9], [-0.2, -0.8, 0.9], [-0.3, -0.3, -0.2], [1.4, 0.0, 0.3], [-0.3, -0.2, 0.2], [0.9, 0.7, -0.4], [-0.6, -0.9, -0.8], [0.2, 0.3, 0.2], [-0.2, 0.5, -0.3], [-0.2, 0.1, 0.2], [0.0, -0.2, 0.0], [-0.1, 0.0, 0.3], [0.0, 0.3, -0.1], [0.2, 0.2, -0.1], [0.3, 0.1, -0.2], [0.2, -0.3, 0.1], [-0.4, 0.0, -0.1], [0.0, 0.1, -0.5], [0.1, 0.0, 0.1], [-0.2, 0.3, -0.1], [0.2, -0.2, 0.3], [-0.1, 0.3, 0.2], [0.1, -0.4, 0.1], [-0.1, 0.1, 0.1], [0.0, 0.1, 0.0], [0.0, 0.0, 0.0], [0.0, 0.2, 0.1], [-0.1, -0.1, 0.0], [0.3, -0.1, 0.2], [0.0, 0.0, 0.2], [-0.2, -0.2, 0.0], [0.0, 0.1, 0.0], [0.1, 0.1, 0.0], [0.0, -0.1, -0.1], [0.1, 0.0, 0.0], [-0.1, 0.0, 0.0], [0.1, -0.1, -0.1], [-0.1, 0.0, 0.0], [0.2, 0.1, 0.0], [0.0, 0.0, 0.0], [0.0, 0.0, 0.0], [0.0, 0.0, 0.0], [0.0, -0.1, -0.1], [0.0, -0.1, -0.1], [-0.1, 0.1, 0.1], [0.0, 0.0, 0.0], [0.0, 0.0, 0.0], [0.0, 0.1, 0.1], [0.0, 0.0, -0.1], [0.0, 0.0, 0.0], [0.1, 0.0, 0.1], [0.0, 0.1, 0.0], [0.0, -0.1, -0.1], [0.1, 0.1, 0.2], [-0.1, 0.3, -0.1], [0.0, -0.1, 0.1], [0.0, -0.1, 0.0], [-0.1, 0.0, -0.1], [0.0, -0.1, 0.0], [0.0, 0.1, 0.0], [-0.1, -0.1, -0.1], [0.0, 0.1, 0.0], [0.0, -0.2, 0.0], [0.2, 0.4, 0.1], [0.1, 0.0, 0.0], [-0.1, 0.1, -0.2], [0.0, 0.0, -0.1], [-0.1, 0.0, -0.1], [0.1, 0.0, 0.1], [0.0, 0.0, 0.0], [0.0, 0.0, 0.0], [0.0, 0.0, 0.1], [0.0, 0.0, -0.1], [0.0, 0.0, 0.1], [0.0, 0.1, -0.1], [0.0, 0.0, 0.1], [0.0, -0.1, -0.1], [0.0, 0.2, 0.0], [-0.1, 0.1, 0.3], [0.0, 0.0, 0.0], [0.0, 0.0, -0.1], [0.0, -0.2, 0.1], [0.0, 0.0, -0.1], [0.0, 0.0, 0.0], [0.0, -0.2, 0.0], [0.0, 0.1, 0.1], [0.0, -0.1, -0.3], [0.0, 0.0, 0.0], [0.0, 0.0, 0.0], [0.0, 0.0, 0.0], [0.0, -0.1, 0.0], [0.0, -0.1, 0.0], [0.0, 0.1, 0.0], [0.0, 0.0, 0.0], [0.0, 0.0, 0.0], [0.0, 0.1, 0.0], [0.0, -0.1, 0.0], [0.0, 0.1, 0.0], [-0.1, -0.1, 0.0], [0.0, 0.1, 0.0], [0.1, -0.1, 0.0], [-0.2, 0.0, 0.0], [0.0, 0.3, 0.1], [0.0, 0.0, 0.0], [0.0, -0.1, -0.1], [0.1, -0.2, -0.1], [-0.1, -0.3, -0.1], [-0.1, 0.1, 0.0], [0.2, 0.0, -0.1], [-0.1, 0.1, 0.1], [0.0, -0.3, -0.1], [0.0, 0.0, 0.0], [0.0, 0.0, 0.0], [0.0, 0.0, 0.0], [0.1, 0.0, 0.0], [0.1, 0.0, 0.0], [-0.1, 0.0, 0.1], [0.0, 0.0, 0.0], [0.0, 0.0, 0.0], [-0.1, 0.0, 0.0]]}